[1]
C29H74AsBrFO16P4S | the ωB97M-V functional and the def2-TZVPD basis

Cartesian coordinates (Å):
1 H 2.800 2.390 3.528
2 P 3.083 3.549 0.778
3 H 0.857 3.487 2.418
4 Br -6.257 -1.928 4.945
5 H -7.936 5.005 0.589
6 C 3.530 -5.617 -1.317
7 C -11.544 3.491 3.862
8 H 2.663 -3.719 -1.927
9 H 6.403 -5.542 -9.110
10 C -4.027 -0.654 3.516
11 H 0.477 -3.014 -7.304
12 F 1.885 -0.515 4.063
13 H -3.698 1.498 2.550
14 H 6.220 -4.440 -6.246
15 O -9.521 4.518 2.659
16 H 4.656 4.702 -2.081
17 H -2.561 0.711 5.584
18 C 6.506 -5.636 -8.023
19 H -5.756 0.622 4.538
20 H 5.642 -2.746 3.599
21 P 3.729 -4.652 1.170
22 As -1.805 1.323 4.379
23 H 4.271 -3.782 3.987
24 C -3.088 0.589 3.005
25 H 5.996 6.474 2.410
26 H 2.782 -2.429 2.515
27 C -5.050 -0.295 4.746
28 H 4.055 -4.215 -2.872
29 C 3.157 -4.589 -2.370
30 O -9.419 2.038 2.257
31 H 2.493 -5.026 -3.122
32 H -4.544 -0.168 5.795
33 H -7.844 5.686 3.080
34 P -8.816 3.161 3.314
35 H 8.032 -4.061 0.258
36 H 4.402 6.327 1.663
37 H -9.379 5.989 0.430
38 H -7.831 6.763 0.834
39 H -11.572 3.296 1.695
40 C -12.136 2.960 2.569
41 H 3.224 6.689 -1.822
42 H -12.134 1.866 2.559
43 H 2.732 -1.411 -5.976
44 H -9.149 0.220 1.391
45 H 1.330 -3.581 -5.871
46 O 4.922 -3.833 -7.742
47 H 7.525 -5.959 -7.791
48 H -7.801 0.753 2.409
49 H -9.195 0.411 4.447
50 C 3.742 -3.730 -10.374
51 H 1.139 4.957 3.366
52 H 2.642 -6.078 -0.869
53 H -12.221 3.219 4.679
54 S -3.128 3.198 4.439
55 H 0.996 -1.117 -5.723
56 C 1.632 4.097 2.899
57 C 1.738 -1.515 -6.421
58 H 4.110 -1.298 2.203
59 H 2.581 5.678 -3.135
60 C -8.452 5.878 1.000
61 H -4.717 -0.949 2.589
62 H 0.736 0.724 2.741
63 C 5.558 4.485 1.698
64 H 3.181 3.876 4.393
65 H 6.369 -5.973 0.265
66 H 6.371 4.085 2.315
67 C -8.758 5.701 2.477
68 H 7.182 -5.729 1.790
69 H 3.734 -2.822 -9.767
70 H -1.013 1.982 3.206
71 H -9.172 -1.080 3.486
72 C 2.765 5.723 -2.058
73 C 6.186 -4.323 -7.336
74 H -11.498 4.585 3.869
75 C 4.552 -2.760 3.711
76 C 3.671 4.587 -1.617
77 C 2.889 -4.826 -9.762
78 C 1.430 -2.961 -6.769
79 H -0.158 -0.415 5.456
80 H 0.495 -1.219 2.558
81 H 4.784 -4.052 -10.467
82 C 7.022 -3.935 0.659
83 C 2.360 3.295 3.960
84 P 3.580 -4.526 -7.064
85 H 2.844 -5.656 -10.476
86 O 3.733 -3.763 -5.725
87 O 3.848 4.648 -0.209
88 C 0.604 -0.294 3.303
89 H -3.430 -1.644 3.776
90 H 3.280 3.613 -1.930
91 O 5.238 -5.191 1.824
92 H -13.167 3.307 2.453
93 O -7.505 3.364 2.516
94 O 2.438 -3.460 -7.636
95 O -10.281 2.934 4.206
96 C 6.461 -5.273 1.103
97 H 1.805 5.698 -1.535
98 O 4.547 3.484 1.697
99 H 6.410 -3.475 -0.120
100 C -0.640 -0.348 4.370
101 H 5.983 4.606 0.696
102 H 6.934 -3.573 -7.616
103 O 2.537 4.600 1.935
104 H 7.066 -3.233 1.497
105 H 4.273 -2.092 4.531
106 H -10.591 -0.004 3.456
107 O 2.379 -4.170 0.585
108 O 1.772 3.607 -0.045
109 H 4.669 5.670 3.276
110 C -9.497 -0.036 3.494
111 H 3.369 -3.469 -11.369
112 C 3.872 -2.346 2.422
113 H 1.735 -0.898 -7.325
114 C 5.131 5.813 2.294
115 H -2.432 0.174 2.105
116 H -1.336 -1.289 4.263
117 O 3.410 -5.378 -8.559
118 H 1.676 2.996 4.760
119 H -0.846 2.008 5.422
120 H 4.111 -6.421 -1.779
121 H 5.814 -6.421 -7.702
122 H -3.132 3.798 3.139
123 O 4.349 -5.004 -0.333
124 C -8.895 0.726 2.329
125 O 4.336 -3.120 1.332
126 H 1.852 -4.503 -9.622
127 H -9.362 6.544 2.829

Results
Frontier orbital gap, eV: 3.1
Charge: -1

---

[2]
C47H33BrF4N5O2P2Ti | the ωB97M-V functional and the def2-TZVPD basis

Cartesian coordinates (Å):
1 F -2.196 7.022 1.489
2 C 3.142 4.000 2.111
3 C 0.705 -4.576 -1.621
4 H -4.639 1.206 3.631
5 C -2.605 3.410 -0.335
6 C 4.144 -0.154 -3.504
7 H 0.811 -4.239 -2.644
8 H 1.721 2.966 3.309
9 N -0.553 -1.891 -2.097
10 H -3.261 -1.243 -1.558
11 O 1.161 0.646 2.672
12 C 1.420 3.604 -0.010
13 C 2.661 -0.033 -1.624
14 N -2.334 -1.169 0.297
15 C -2.767 1.613 2.672
16 H 0.386 -3.438 1.564
17 N 2.332 -1.942 0.677
18 C 2.300 -1.190 1.782
19 C 1.955 3.316 2.318
20 C 0.399 -5.497 0.987
21 H 4.045 1.513 -2.152
22 H -3.177 1.467 1.678
23 H 0.490 -7.463 0.131
24 C 1.084 3.106 1.252
25 C -1.535 4.792 1.253
26 H -1.099 0.660 -5.846
27 C -3.600 1.479 3.769
28 H 4.411 5.005 0.703
29 C 4.441 -1.980 2.471
30 H 0.710 -6.639 -2.186
31 H 3.810 4.170 2.946
32 F -4.032 6.707 -0.494
33 Ti -0.676 -0.035 -0.090
34 C 0.647 -5.938 -1.364
35 C -2.423 -1.468 1.611
36 H 3.389 -3.288 -0.463
37 C -3.541 -2.047 2.168
38 C -0.259 1.570 -2.720
39 H 2.834 4.699 -1.186
40 N -0.144 -0.850 1.552
41 H 5.304 -3.414 1.114
42 C -1.619 3.544 0.632
43 C -3.363 -1.480 -0.507
44 C -4.513 -2.072 -0.023
45 C -0.963 -0.640 -4.159
46 C -0.490 1.708 -4.057
47 C 2.654 -1.987 -3.040
48 N -0.363 0.382 -2.072
49 C -1.431 1.986 2.840
50 P -0.505 2.203 1.282
51 C 0.511 -6.399 -0.064
52 H 5.265 -1.999 3.172
53 C -0.939 2.224 4.117
54 C -1.196 -1.140 2.419
55 H 2.287 0.495 -0.747
56 C 4.466 -2.766 1.330
57 H -1.230 -1.540 -4.697
58 H 4.033 -1.945 -4.677
59 C -4.612 -2.348 1.336
60 C -3.270 5.706 -0.126
61 C 3.478 4.477 0.852
62 F -4.340 4.277 -1.654
63 H 0.724 3.500 -0.832
64 H 0.085 2.524 4.271
65 C -0.883 0.580 -4.789
66 H 2.289 -2.974 -3.289
67 P 0.802 -1.888 -0.865
68 C -3.104 1.716 5.044
69 H -1.394 2.283 6.204
70 C 2.153 -1.297 -1.943
71 H -3.555 -2.253 3.230
72 C 3.651 0.537 -2.403
73 C 3.649 -1.410 -3.820
74 C 0.470 -4.136 0.742
75 C -3.418 4.462 -0.722
76 H -3.758 1.628 5.901
77 Br -2.998 1.725 -1.115
78 H 4.924 0.285 -4.112
79 C 1.089 -0.381 2.052
80 H 0.013 2.421 -2.115
81 H 0.267 -5.854 2.000
82 C 2.606 4.291 -0.210
83 H -5.318 -2.306 -0.705
84 C -2.328 5.867 0.880
85 C 0.645 -3.669 -0.563
86 C 3.339 -1.168 2.697
87 F -0.690 4.963 2.264
88 C -0.651 -0.721 -2.798
89 C 3.397 -2.708 0.452
90 O -1.134 -1.212 3.610
91 H 3.262 -0.537 3.572
92 H -0.390 2.672 -4.534
93 C -1.780 2.088 5.212
94 H -5.511 -2.798 1.738
95 H -0.772 -2.726 -2.622

Results
Frontier orbital gap, eV: 6.3
Relative energy (zero: lowest compared OMol25 entry of this formula, charge and spin), kcal per mole: 62.17
Charge: +3

---

[3]
C3H8N2OS | the ωB97M-V functional and the def2-TZVPD basis

Cartesian coordinates (Å):
1 H -0.272 1.353 1.384
2 S -1.923 -2.717 -0.292
3 H 0.633 -1.236 0.068
4 O 0.147 2.615 -0.800
5 C -1.490 -0.926 -0.154
6 N 0.245 0.791 0.661
7 H 2.804 0.834 -0.374
8 H -0.438 -0.978 1.568
9 C -0.139 -0.684 0.575
10 H -1.421 -0.745 -1.234
11 C 0.788 1.731 -0.210
12 H -1.142 -3.206 0.702
13 H 2.273 1.983 -1.564
14 N 2.029 1.413 -0.770
15 H -2.093 -0.226 0.438

Results
Frontier orbital gap, eV: 10.1
Relative energy (zero: lowest compared OMol25 entry of this formula, charge and spin), kcal per mole: 35.13
SMILES: NC(=O)NCCS

---

[4]
C17H28HfNO6Se | the ωB97M-V functional and the def2-TZVPD basis

Cartesian coordinates (Å):
1 C -1.832 -2.362 -0.590
2 O 0.065 2.112 1.117
3 H -3.220 -0.123 -1.853
4 H -1.002 -0.400 4.583
5 H 1.594 2.288 -0.261
6 C 4.696 -1.968 -3.753
7 Hf -0.564 0.153 0.660
8 H 1.026 -1.299 4.199
9 C 0.901 -1.118 3.103
10 H -2.507 -0.940 2.654
11 H 0.077 2.706 -2.174
12 O 0.120 0.093 2.842
13 C -2.379 2.319 1.801
14 H 0.272 -2.804 0.017
15 H -1.069 3.836 1.134
16 C 0.275 -2.345 2.436
17 H -0.308 0.582 -2.646
18 C -2.373 0.130 2.952
19 C -0.982 2.971 1.757
20 H 5.300 -2.872 -3.899
21 N 4.716 -1.043 -4.680
22 C -1.348 0.870 -2.307
23 C -0.790 -2.887 0.333
24 H -0.613 3.258 2.738
25 H -3.254 0.499 3.494
26 H -0.197 -3.025 3.182
27 H 4.106 -2.760 -1.825
28 H 1.908 -0.896 2.692
29 H -1.847 1.531 -3.005
30 H 0.968 3.849 0.235
31 C 2.956 -0.018 -3.296
32 H -1.094 3.627 -1.158
33 C -2.163 -0.343 -2.018
34 O -1.164 1.559 -1.004
35 H -2.865 -2.557 -0.271
36 O -1.725 -0.890 -0.721
37 H -2.906 2.507 2.760
38 H -0.929 -3.915 0.680
39 C 3.792 -0.092 -4.424
40 C -0.369 2.771 -1.166
41 C 3.967 -1.951 -2.536
42 O -0.822 -1.933 1.508
43 C 2.941 -0.996 -2.270
44 H -0.907 1.316 4.113
45 H 2.236 0.833 -3.214
46 H -3.014 2.603 0.976
47 Se 2.121 -0.690 -0.481
48 H -1.717 -2.846 -1.560
49 H 1.012 -2.839 1.818
50 C -1.078 0.286 3.729
51 H -2.035 -1.084 -2.825
52 C 0.667 2.827 -0.045
53 H 3.645 0.644 -5.212
54 O -2.288 0.829 1.678

Results
Frontier orbital gap, eV: 5.8
Charge: +3

---

[5]
C33H49BN8O3PbS2Se2Si2 | the ωB97M-V functional and the def2-TZVPD basis

Cartesian coordinates (Å):
1 C -2.009 -0.353 4.198
2 H -1.067 4.239 -1.210
3 H 4.362 -2.845 2.619
4 C 2.481 2.443 0.870
5 C -1.473 -2.486 1.889
6 H -0.674 -2.935 1.230
7 C 1.035 1.627 -3.883
8 C -0.226 3.206 -2.858
9 H 4.864 2.342 3.430
10 H -0.088 1.696 -9.276
11 H -1.585 4.886 -2.769
12 H 3.682 4.397 1.394
13 H 2.517 -4.058 5.999
14 N -0.960 2.099 -2.979
15 C -3.475 -0.834 -1.640
16 N -0.230 1.129 -3.595
17 C 3.273 4.136 2.388
18 H -5.586 3.814 -0.432
19 H -2.331 -3.211 5.072
20 C 3.251 -2.922 2.552
21 H -3.817 -0.975 0.487
22 H 3.907 -1.818 6.093
23 C 1.019 2.961 -3.531
24 C 0.381 -4.488 -1.720
25 C -0.770 4.468 -2.217
26 C -3.134 3.271 1.680
27 C -0.233 0.509 -7.577
28 H 1.785 3.711 -3.769
29 C 1.509 -3.241 -3.713
30 H -1.596 -4.693 7.127
31 C 0.489 -4.559 6.631
32 C 3.581 -1.119 5.288
33 Si 2.455 -1.993 3.999
34 H 0.509 -5.482 -2.227
35 H -5.909 2.926 1.134
36 H 2.289 4.696 2.476
37 N -0.928 -0.291 -5.665
38 H 1.088 2.100 -8.098
39 C 1.113 -2.940 4.913
40 C -3.837 -1.687 -2.747
41 C 0.536 -3.394 -2.706
42 O 4.505 0.536 2.512
43 H 5.009 2.467 1.689
44 C 4.437 1.960 2.517
45 C -3.041 -1.407 -3.798
46 H 1.336 0.626 -9.037
47 H -2.154 -1.922 1.239
48 O -3.895 3.092 0.510
49 C -4.219 -0.475 -0.381
50 N -0.298 -2.368 -2.676
51 N 0.146 -1.496 -3.733
52 H -2.988 -1.861 -4.770
53 C -0.878 -4.275 6.418
54 S -1.454 3.108 1.335
55 H 2.853 -2.551 1.625
56 H 3.860 5.313 3.850
57 C -1.682 0.300 -7.657
58 H -5.201 -0.929 -0.503
59 B -0.772 -0.294 -4.066
60 C -0.214 -2.779 4.585
61 H -5.178 4.631 1.134
62 H 3.224 2.778 0.101
63 H -1.988 -3.330 2.351
64 N -2.118 -0.499 -3.384
65 O 4.147 4.453 3.437
66 H -4.292 0.596 -0.191
67 H 4.446 -0.658 4.807
68 C -1.249 -3.431 5.356
69 H 1.763 0.895 -4.313
70 C 1.232 -2.055 -4.360
71 S -3.772 3.723 3.146
72 H 0.974 2.497 3.174
73 C 3.027 2.604 2.310
74 Pb -1.126 0.590 -0.085
75 H 1.165 -4.394 -0.991
76 H 3.017 -0.293 5.724
77 H 4.018 0.276 1.692
78 Se 1.198 -0.163 3.013
79 H -2.206 0.662 3.757
80 H 2.921 -3.990 2.626
81 H -4.649 -2.435 -2.686
82 H 2.320 2.002 4.314
83 H -2.291 0.456 -8.543
84 Si -0.806 -1.491 3.343
85 Se 1.986 0.587 0.233
86 C 1.462 -3.899 5.861
87 H 1.536 3.016 0.803
88 H -3.077 -0.335 -6.063
89 H 2.325 -3.912 -3.831
90 C -5.234 3.664 0.584
91 C 0.571 1.264 -8.541
92 C -2.053 -0.195 -6.426
93 N -2.360 -0.203 -2.016
94 H -3.009 -0.892 4.374
95 H -0.605 -4.384 -1.260
96 H 0.775 -5.280 7.398
97 N 0.186 0.119 -6.386
98 H 1.694 -1.570 -5.213
99 H -0.025 5.250 -2.163
100 C 1.980 2.063 3.269
101 H -1.475 -0.093 5.136

Results
Frontier orbital gap (alpha / beta), eV: 5.5 / 5.7
Multiplicity: 2
Relative energy (zero: lowest compared OMol25 entry of this formula, charge and spin), kcal per mole: 43.42
Charge: -1

---

[6]
C3H10N2 | the ωB97M-V functional and the def2-TZVPD basis

Cartesian coordinates (Å):
1 H -0.471 -1.703 -0.504
2 H 1.749 3.184 -1.578
3 H 0.711 -0.351 1.635
4 C 1.079 2.466 -2.008
5 C -0.991 -1.451 1.510
6 H -0.314 0.825 -1.628
7 H 1.056 -1.986 1.627
8 H -1.327 -2.444 1.848
9 H -1.428 -0.361 -0.230
10 C 0.593 1.384 -1.325
11 N -1.287 -1.374 0.048
12 N 0.383 -1.256 1.930
13 H 1.087 1.089 -0.362
14 H 0.778 2.757 -3.061
15 H -1.619 -0.779 2.099

Results
Frontier orbital gap (alpha / beta), eV: 2.8 / 7.4
Multiplicity: 2
Relative energy (zero: lowest compared OMol25 entry of this formula, charge and spin), kcal per mole: 36.10
Charge: -1

---

[7]
CH5NO | the ωB97M-V functional and the def2-TZVPD basis

Cartesian coordinates (Å):
1 H -2.794 -0.381 1.410
2 N -2.039 0.179 1.011
3 C -1.554 -0.504 0.060
4 O 2.916 0.323 -0.975
5 H -0.965 -0.063 -0.742
6 H 3.624 0.254 -0.325
7 H -1.701 -1.587 -0.003
8 H 2.218 0.841 -0.542

Results
Frontier orbital gap, eV: 11.1
Relative energy (zero: lowest compared OMol25 entry of this formula, charge and spin), kcal per mole: 19.94
SMILES: C=N.O